1.
Entry from the Open Molecules 2025 dataset: a cluster of 2 separate species, C30H50Br2ClNO7PS in total (wB97M-V/def2-TZVPD).

Computed properties:
spin multiplicity: 1
lowest unoccupied orbital energy: -0.36 eV
HOMO-LUMO gap: 1.17 eV
charge: -1
molecular weight: 795.03 g mol⁻¹
F_max: 0.0304 hartree/bohr
electronic energy: -8102.12450 a.u.

XYZ file:
```
93
C30H50Br2ClNO7PS, DFT wB97M-V/def2-TZVPD
C 0.9200 2.6127 -3.5561
C 0.0379 2.2351 -2.3731
C -1.1564 1.3722 -2.7726
C -0.8173 -0.0100 -3.3301
C -0.7484 -1.1338 -2.2955
C 0.3077 -1.1110 -1.1982
Br 2.0477 -0.5552 -2.0349
O 0.0199 -0.0459 -0.3531
C -0.2446 -0.1710 1.0429
C -1.7567 -0.1993 1.3202
C -2.5709 0.7445 0.4117
C -1.9878 2.1539 0.4154
C -3.9961 0.8287 1.0319
C 0.7174 -1.1724 1.7386
C 0.2236 -1.9090 2.9928
C -0.6739 -1.2110 4.0332
C -2.1123 -1.7280 4.0698
Cl -3.2433 -0.4798 4.6218
C 1.9919 -0.3422 2.1093
C 2.0570 0.3625 3.4468
C 3.5231 0.7226 3.7439
Br 1.0632 2.0371 3.5272
N 1.3342 -2.1949 0.7236
S 2.1850 -3.5798 1.5119
C 0.5287 -2.5028 -0.5017
C 1.2328 -3.4519 -1.5163
C 2.7325 -3.8248 -1.4649
O 3.6046 -2.8687 -0.8856
C 4.8011 -3.4206 -0.3632
C 5.6124 -4.2057 -1.3889
P -1.1519 -3.3134 -0.0411
C -0.6944 -4.9800 0.5834
O -1.8190 -3.7783 -1.4683
H 1.4188 1.7602 -4.0156
H 0.3493 3.2018 -4.2673
H 1.7010 3.2705 -3.1782
H -0.3819 3.1773 -2.0214
H 0.6280 1.8367 -1.5536
H -1.6257 1.9246 -3.5840
H -1.9085 1.3443 -1.9970
H -1.6622 -0.2942 -3.9612
H 0.0092 0.0282 -4.0320
H -0.7450 -2.0752 -2.8365
H -1.7024 -1.1343 -1.7666
H 0.0445 0.7944 1.4366
H -2.1958 -1.1852 1.4108
H -1.8941 0.2717 2.2914
H -2.7273 0.3300 -0.5763
H -1.0161 2.1938 -0.0662
H -1.9165 2.5461 1.4283
H -2.6177 2.8090 -0.1859
H -4.3566 1.8492 0.9882
H -4.6916 0.1929 0.4888
H -4.0167 0.4935 2.0652
H -0.2906 -2.8248 2.7031
H 1.1117 -2.1847 3.5480
H -0.2768 -1.4057 5.0257
H -0.6552 -0.1320 3.9449
H -2.1692 -2.5121 4.8166
H -2.4235 -2.1734 3.1328
H 2.1118 0.4100 1.3282
H 2.8866 -0.9607 2.0424
H 1.7350 -0.2294 4.2934
H 4.1494 -0.1616 3.6730
H 3.5849 1.2034 4.7122
H 3.8417 1.4445 2.9970
H 2.1335 -1.6892 0.2960
H 1.2220 -4.1566 2.2474
H 1.0245 -3.0971 -2.5143
H 0.7391 -4.4207 -1.4934
H 2.8508 -4.7621 -0.9197
H 3.0490 -4.0516 -2.4826
H 4.5675 -4.0961 0.4621
H 5.4121 -2.6046 0.0053
H 5.5824 -3.7424 -2.3707
H 5.1784 -5.1969 -1.5003
H 6.6362 -4.3461 -1.0609
H -1.3687 -5.7133 0.1583
H 0.3104 -5.2716 0.2806
H -0.7350 -5.0080 1.6661
H -2.6079 -3.2320 -1.5817
C -1.5164 6.3047 -2.5686
C -2.4513 5.4269 -2.0367
C -3.5754 6.0682 -1.1928
O -4.4879 5.3675 -0.7271
C -3.5153 7.4724 -0.9544
C -2.5706 8.3664 -1.4756
C -1.5017 7.7326 -2.4042
O -0.6598 8.4272 -2.9772
O -2.5189 9.5896 -1.2637
O -2.4600 4.1789 -2.1738
H -0.7057 5.9140 -3.1809
H -4.2971 7.8516 -0.3024
```

2.
Entry from the Open Molecules 2025 dataset: a cluster of 10 separate species, C30H50Cl6F12N4O12 in total (wB97M-V/def2-TZVPD).

Computed properties:
SMILES: CCOC(=O)C(F)(F)F.CCOC(=O)C(F)(F)F.CCOC(=O)C(F)(F)F.CCOC(=O)C(F)(F)F.ClC(Cl)Cl.ClC(Cl)Cl.CN(C)C=O.CN(C)C=O.CN(C)C=O.CN(C)C=O
spin multiplicity: 1
lowest unoccupied orbital energy: -0.10 eV
HOMO-LUMO gap: 9.46 eV
molecular weight: 1099.44 g mol⁻¹
F_max: 0.0389 hartree/bohr
electronic energy: -6254.59237 a.u.

XYZ file:
```
114
C30H50Cl6F12N4O12, DFT wB97M-V/def2-TZVPD
C 0.8800 -4.1860 0.3957
O 0.7075 -4.0839 -0.8035
N 1.7344 -5.0629 0.9637
C 1.9999 -5.1110 2.3730
C 2.5660 -5.9285 0.1318
H 0.3661 -3.6114 1.1875
H 2.0045 -6.1390 2.7506
H 1.2283 -4.6564 2.9949
H 2.9823 -4.6960 2.6131
H 2.5413 -5.6625 -0.9229
H 3.6167 -5.7110 0.3448
H 2.1710 -6.9331 0.2709
C 2.3118 1.5728 -3.4799
O 1.2814 1.4188 -2.8402
N 2.4822 1.0207 -4.6991
C 3.7803 1.0871 -5.3465
C 1.4826 0.1695 -5.3072
H 3.1602 2.2178 -3.2102
H 4.3209 1.8995 -4.8609
H 3.6956 1.3144 -6.4106
H 4.3787 0.1752 -5.2755
H 0.6388 -0.0168 -4.6512
H 1.1122 0.6546 -6.2143
H 1.8901 -0.7892 -5.6323
C -1.4056 -0.1822 -0.9464
O -2.6148 -0.0735 -1.0673
N -0.8183 -0.5545 0.2092
C 0.6220 -0.4314 0.3497
C -1.5027 -0.9750 1.4348
H -0.6908 -0.0273 -1.7622
H 1.0535 -1.1826 1.0134
H 0.8346 0.5508 0.7700
H 1.1708 -0.5204 -0.5878
H -1.0265 -1.8563 1.8605
H -1.4361 -0.0541 2.0121
H -2.5218 -1.2857 1.2206
C 5.5292 -2.7188 -2.2409
O 6.0058 -2.2775 -3.2725
N 4.8065 -1.9248 -1.4210
C 3.9221 -2.4053 -0.3751
C 4.8779 -0.4812 -1.5013
H 5.6061 -3.7412 -1.8465
H 2.9120 -2.1669 -0.7084
H 4.1344 -2.0104 0.6203
H 4.0251 -3.4886 -0.2727
H 5.7332 -0.1944 -0.8740
H 5.0013 -0.0900 -2.5051
H 4.0660 0.0368 -0.9891
C -2.2615 2.8185 0.3782
C -3.4734 2.6411 1.2937
O -4.7043 2.8069 0.5705
C -5.2444 3.9991 0.4449
O -4.6890 5.0491 0.5672
C -6.7488 3.9307 0.0847
F -7.0887 2.7432 -0.4097
F -7.4659 4.2256 1.1705
F -7.0406 4.8496 -0.8428
H -2.1463 3.8907 0.2104
H -2.4836 2.4032 -0.6058
H -1.3300 2.3670 0.7137
H -3.3477 3.2225 2.2072
H -3.5711 1.6158 1.6514
C 6.5368 3.5836 2.5713
C 5.4612 4.5821 2.3077
O 4.2350 3.9546 1.9432
C 4.0507 3.7346 0.6434
O 4.8696 3.8263 -0.2152
C 2.6025 3.2752 0.3334
F 1.7872 3.7254 1.2901
F 2.2090 3.7122 -0.8368
F 2.4874 1.9365 0.3367
H 7.5077 4.0451 2.7609
H 6.6340 2.9589 1.6801
H 6.3657 2.9662 3.4540
H 5.8065 5.3744 1.6412
H 5.2314 5.1093 3.2395
C -0.1713 0.4549 4.4781
C -0.4067 1.3615 5.6832
O 0.8467 1.9518 6.0121
C 0.8300 3.1310 6.6366
O -0.1461 3.7246 6.9546
C 2.2395 3.6114 6.9907
F 2.3074 3.8819 8.3089
F 3.1671 2.6800 6.7428
F 2.5032 4.7285 6.3035
H 0.2643 1.0508 3.6747
H -1.1077 0.0210 4.1343
H 0.5208 -0.3644 4.6763
H -0.8002 0.8446 6.5578
H -1.0816 2.1529 5.3501
C -2.6573 -4.1721 -1.8310
C -3.6712 -3.0504 -1.8399
O -4.2779 -2.9716 -3.1553
C -5.1889 -3.8934 -3.4027
O -5.4993 -4.8093 -2.7063
C -5.7850 -3.7645 -4.8139
F -5.3003 -2.6684 -5.4541
F -5.4478 -4.8308 -5.5643
F -7.1156 -3.6604 -4.7538
H -1.9874 -4.2946 -0.9768
H -2.0196 -4.0785 -2.7121
H -3.0506 -5.1922 -1.8618
H -3.1184 -2.1207 -1.7412
H -4.4162 -3.1311 -1.0515
C -4.6278 0.8945 -3.6470
Cl -4.3229 2.4283 -2.8030
Cl -5.2929 1.2752 -5.2029
Cl -5.7404 -0.1418 -2.7233
H -3.6889 0.3578 -3.7069
C -6.3094 -0.2887 0.9729
Cl -7.8746 -0.8429 0.5313
Cl -5.2719 -1.6516 1.5261
Cl -6.3915 0.9924 2.1646
H -5.7160 0.1485 0.1738
```

3.
Entry from the Open Molecules 2025 dataset: a cluster of 2 separate species, C30H50ClF5N3O8S3 in total (wB97M-V/def2-TZVPD).

Computed properties:
spin multiplicity: 1
lowest unoccupied orbital energy: -2.51 eV
HOMO-LUMO gap: 8.23 eV
charge: +1
molecular weight: 807.39 g mol⁻¹
F_max: 0.0758 hartree/bohr
electronic energy: -4093.01658 a.u.

XYZ file:
```
100
C30H50ClF5N3O8S3, DFT wB97M-V/def2-TZVPD
C 0.0663 5.3363 -0.7578
C 0.2412 4.8050 -2.2092
S 1.1387 3.2036 -2.2841
C 0.3207 2.0585 -1.0952
C -0.4262 0.8806 -1.8441
N -1.6717 0.4344 -1.0747
C -2.8042 0.4078 -1.9986
F -3.9044 -0.2406 -1.5689
F -2.5442 -0.2037 -3.1756
C -3.3850 1.8597 -2.3868
F -2.6642 2.8801 -1.9005
F -4.6324 2.0113 -1.9421
F -3.4698 1.9552 -3.7081
C -1.3996 -0.7691 -0.2169
C -0.1740 -0.5507 0.7754
C -0.3608 0.6332 1.7729
C 0.9986 1.0770 2.4410
C 1.6461 -0.0483 3.3139
C 0.6234 2.3312 3.3235
C -2.5387 -1.2122 0.7661
C -3.1964 -2.5832 0.4093
O -4.2452 -2.6880 -0.1374
N -2.4990 -3.8131 0.8328
C -3.3851 -4.3566 1.9115
C -2.5582 -4.7851 -0.3060
C -0.9218 -1.8833 -1.2027
O 0.2878 -1.6005 -1.8743
C 0.4951 -0.2745 -2.3628
C 0.5002 -0.4366 -3.9552
C 0.9444 0.8161 -4.7292
O 2.0283 1.0815 -4.9956
Cl -0.3271 1.9736 -5.3498
S 2.3145 0.0379 -1.9748
C 3.0773 -1.5932 -1.6835
C 4.3765 -1.3088 -0.8463
O 4.2313 -0.8527 0.2302
O 5.6179 -1.6125 -1.3333
C 6.0675 -2.9203 -0.9275
C 6.9501 -2.9344 0.3680
C 6.4042 -4.1013 1.2713
O 6.8653 -1.7348 1.1454
C 8.0646 -1.0958 1.2554
O 8.8034 -0.9080 0.3578
C 8.4697 -0.5484 2.6417
S 7.9085 -1.6979 3.9899
H -0.2998 6.3846 -0.8091
H -0.6832 4.7640 -0.1743
H 1.0235 5.3655 -0.2034
H 0.8494 5.5367 -2.7760
H -0.7215 4.6766 -2.7429
H -0.4274 2.7130 -0.5823
H 0.9993 1.7097 -0.3018
H -0.7433 1.4187 -2.7692
H -1.8504 1.2070 -0.4044
H 0.8030 -0.4938 0.2565
H -0.1447 -1.4796 1.3848
H -1.0003 0.2961 2.6171
H -0.8001 1.5595 1.3424
H 1.6748 1.4752 1.6490
H 0.8663 -0.8020 3.5545
H 1.9977 0.4059 4.2580
H 2.4806 -0.4880 2.7308
H -0.1763 2.0478 4.0436
H 1.5328 2.6060 3.8898
H 0.2300 3.1664 2.7085
H -2.2065 -1.3246 1.8152
H -3.3320 -0.4305 0.7993
H -2.8806 -5.2412 2.3500
H -4.3711 -4.6847 1.5263
H -3.4642 -3.5975 2.7182
H -3.5185 -5.3448 -0.3270
H -1.7345 -5.5122 -0.1437
H -2.4700 -4.2791 -1.2851
H -0.7379 -2.7803 -0.5698
H -1.7467 -2.1948 -1.8930
H -0.4232 -0.9115 -4.3374
H 1.3060 -1.1822 -4.1274
H 3.3595 -2.1028 -2.6309
H 2.4764 -2.2775 -1.0569
H 5.2017 -3.6098 -0.7984
H 6.6420 -3.3300 -1.7859
H 7.9939 -3.2160 0.1301
H 5.3560 -3.8375 1.5207
H 7.0388 -4.2813 2.1554
H 6.3728 -5.0156 0.6352
H 9.5653 -0.4715 2.7176
H 8.0011 0.4386 2.8174
H 8.1948 -1.0294 5.1460
C -7.8969 3.0548 2.1441
O -7.1245 3.4637 2.9881
N -7.6721 3.0824 0.8093
C -8.6353 2.5754 -0.1493
C -6.4230 3.6394 0.3286
H -8.8722 2.6138 2.4102
H -8.1791 1.7697 -0.7296
H -8.9339 3.3812 -0.8231
H -9.5185 2.1914 0.3584
H -5.5896 3.0733 0.7524
H -6.3407 4.6771 0.6565
H -6.3810 3.5952 -0.7579
```

F_max of number 1 (C30H50Br2ClNO7PS)?
0.0304 hartree/bohr